Computed, not measured: 12 unconnected molecules or ions with the total composition C34H68O43S7 in a non-equilibrium geometry, with ωB97M-V/def2-TZVPD.

As for the net charge: 0. As for the energy above the lowest of the compared OMol25 structures with the same formula, charge and spin: 0.00 kcal per mole. The value obtained for the HOMO energy is -10.49 eV. The value obtained for the total energy is -200242.9666 eV. The SMILES is O=S1(=O)OCCO1.O=S1(=O)OCCO1.O=S1(=O)OCCO1.O=S1(=O)OCCO1.O=S1(=O)OCCO1.O=S1(=O)OCCO1.O=S1(=O)OCCO1.CCOC(=O)OC.CCOC(=O)OC.CCOC(=O)OC.CCOC(=O)OC.CCOC(=O)OC. The LUMO energy is 0.0 eV. The maximum force is 0.051 Eh/bohr. Its frontier orbital gap is 0.386 hartree. Its spin multiplicity is 1.

Last columns: bonded neighbours and bond lengths (Å).
Element x y z (Å)
1 O -6.38 1.08 1.88  S2 1.437
2 S -5.85 0.22 0.87  O1 1.437, O3 1.423, O4 1.592, O7 1.601
3 O -6.16 -1.17 0.92  S2 1.423
4 O -6.13 0.83 -0.57  S2 1.592, C5 1.444
5 C -5.24 1.92 -0.86  O4 1.444, C6 1.570, H8 1.083, H9 1.093
6 C -3.90 1.40 -0.22  C5 1.570, O7 1.405, H10 1.091, H11 1.091
7 O -4.27 0.43 0.72  S2 1.601, C6 1.405
8 H -5.18 2.10 -1.93  C5 1.083
9 H -5.77 2.70 -0.30  C5 1.093
10 H -3.27 2.18 0.20  C6 1.091
11 H -3.28 0.90 -0.97  C6 1.091
12 O 3.96 1.75 2.88  S13 1.426
13 S 4.72 0.61 2.49  O12 1.426, O14 1.435, O15 1.623, O18 1.623
14 O 6.13 0.67 2.76  S13 1.435
15 O 4.04 -0.77 3.01  S13 1.623, C16 1.420
16 C 4.10 -1.82 2.05  O15 1.420, C17 1.530, H19 1.091, H20 1.086
17 C 4.16 -1.10 0.70  C16 1.530, O18 1.434, H21 1.088, H22 1.089
18 O 4.55 0.26 0.92  S13 1.623, C17 1.434
19 H 4.98 -2.45 2.08  C16 1.091
20 H 3.20 -2.42 2.15  C16 1.086
21 H 3.19 -1.05 0.21  C17 1.088
22 H 4.77 -1.55 -0.09  C17 1.089
23 O -4.44 -6.75 -0.43  S24 1.433
24 S -3.41 -5.88 -0.91  O23 1.433, O25 1.429, O26 1.632, O29 1.645
25 O -2.77 -6.15 -2.16  S24 1.429
26 O -3.93 -4.34 -0.75  S24 1.632, C27 1.416
27 C -3.24 -3.63 0.26  O26 1.416, C28 1.534, H30 1.089, H31 1.088
28 C -2.66 -4.71 1.19  C27 1.534, O29 1.428, H32 1.090, H33 1.085
29 O -2.24 -5.69 0.23  S24 1.645, C28 1.428
30 H -2.47 -2.96 -0.11  C27 1.089
31 H -3.95 -3.00 0.78  C27 1.088
32 H -3.44 -4.98 1.89  C28 1.090
33 H -1.79 -4.39 1.75  C28 1.085
34 O -0.40 -1.74 -1.35  S35 1.431
35 S -0.39 -0.82 -0.25  O34 1.431, O36 1.429, O37 1.629, O40 1.630
36 O -1.04 -1.15 0.99  S35 1.429
37 O 1.12 -0.29 0.06  S35 1.629, C38 1.426
38 C 1.09 1.01 0.65  O37 1.426, C39 1.528, H41 1.088, H42 1.088
39 C 0.05 1.68 -0.24  C38 1.528, O40 1.424, H43 1.086, H44 1.088
40 O -0.87 0.67 -0.67  S35 1.630, C39 1.424
41 H 0.91 0.89 1.72  C38 1.088
42 H 2.01 1.56 0.44  C38 1.088
43 H 0.48 2.13 -1.12  C39 1.086
44 H -0.55 2.41 0.30  C39 1.088
45 O -1.72 3.37 2.03  S46 1.437
46 S -1.84 4.23 3.17  O45 1.437, O47 1.431, O48 1.635, O51 1.611
47 O -2.33 5.57 3.06  S46 1.431
48 O -2.56 3.42 4.39  S46 1.635, C49 1.429
49 C -1.85 3.53 5.63  O48 1.429, C50 1.524, H52 1.088, H53 1.091
50 C -0.55 4.28 5.33  C49 1.524, O51 1.409, H54 1.087, H55 1.094
51 O -0.42 4.25 3.93  S46 1.611, C50 1.409
52 H -2.44 4.00 6.41  C49 1.088
53 H -1.62 2.53 5.98  C49 1.091
54 H 0.34 3.81 5.75  C50 1.087
55 H -0.59 5.33 5.61  C50 1.094
56 O 5.52 1.35 -4.05  S57 1.426
57 S 5.25 1.52 -2.66  O56 1.426, O58 1.452, O59 1.623, O62 1.612
58 O 4.06 0.84 -2.17  S57 1.452
59 O 6.55 1.39 -1.70  S57 1.623, C60 1.449
60 C 6.59 2.48 -0.76  O59 1.449, C61 1.553, H63 1.089, H64 1.087
61 C 5.30 3.32 -0.99  C60 1.553, O62 1.415, H65 1.084, H66 1.092
62 O 5.11 3.10 -2.37  S57 1.612, C61 1.415
63 H 6.58 2.11 0.27  C60 1.089
64 H 7.49 3.06 -0.93  C60 1.087
65 H 5.45 4.35 -0.68  C61 1.084
66 H 4.49 2.82 -0.46  C61 1.092
67 O 2.88 5.43 0.82  S68 1.428
68 S 2.14 5.49 -0.40  O67 1.428, O69 1.428, O70 1.636, O73 1.609
69 O 1.93 4.26 -1.10  S68 1.428
70 O 0.73 6.31 -0.32  S68 1.636, C71 1.411
71 C 0.48 7.03 -1.51  O70 1.411, C72 1.540, H74 1.093, H75 1.089
72 C 1.89 7.41 -2.01  C71 1.540, O73 1.417, H76 1.089, H77 1.097
73 O 2.83 6.55 -1.40  S68 1.609, C72 1.417
74 H -0.08 6.33 -2.12  C71 1.093
75 H -0.08 7.96 -1.37  C71 1.089
76 H 2.27 8.43 -1.97  C72 1.089
77 H 1.90 7.19 -3.09  C72 1.097
78 C -1.42 -3.16 -4.07  C79 1.531, H85 1.089, H86 1.092, H87 1.091
79 C -2.83 -2.94 -3.50  C78 1.531, O80 1.412, H88 1.092, H89 1.087
80 O -3.61 -2.12 -4.35  C79 1.412, C81 1.332
81 C -3.63 -0.81 -4.16  O80 1.332, O82 1.204, O83 1.324
82 O -3.11 -0.22 -3.25  C81 1.204
83 O -4.25 -0.27 -5.21  C81 1.324, C84 1.409
84 C -4.16 1.12 -5.40  O83 1.409, H90 1.093, H91 1.088, H92 1.093
85 H -0.88 -3.95 -3.55  C78 1.089
86 H -0.89 -2.21 -3.95  C78 1.092
87 H -1.41 -3.44 -5.12  C78 1.091
88 H -2.68 -2.47 -2.52  C79 1.092
89 H -3.38 -3.86 -3.38  C79 1.087
90 H -5.03 1.38 -6.00  C84 1.093
91 H -3.25 1.43 -5.93  C84 1.088
92 H -4.33 1.73 -4.51  C84 1.093
93 C 0.14 0.98 -3.75  C94 1.525, H100 1.089, H101 1.092, H102 1.092
94 C -0.86 2.10 -3.51  C93 1.525, O95 1.418, H103 1.093, H104 1.095
95 O -0.92 2.91 -4.67  C94 1.418, C96 1.332
96 C -1.75 3.94 -4.63  O95 1.332, O97 1.196, O98 1.329
97 O -2.54 4.24 -3.78  C96 1.196
98 O -1.53 4.63 -5.74  C96 1.329, C99 1.412
99 C -2.14 5.90 -5.85  O98 1.412, H105 1.094, H106 1.090, H107 1.085
100 H 1.06 1.31 -4.23  C93 1.089
101 H -0.31 0.14 -4.30  C93 1.092
102 H 0.41 0.46 -2.83  C93 1.092
103 H -0.72 2.67 -2.59  C94 1.093
104 H -1.87 1.70 -3.36  C94 1.095
105 H -1.89 6.55 -5.00  C99 1.094
106 H -3.23 5.86 -5.86  C99 1.090
107 H -1.77 6.41 -6.74  C99 1.085
108 C 3.85 -3.26 8.33  C109 1.527, H115 1.093, H116 1.088, H117 1.088
109 C 2.52 -3.56 7.64  C108 1.527, O110 1.408, H118 1.093, H119 1.096
110 O 2.46 -2.82 6.44  C109 1.408, C111 1.310
111 C 1.50 -3.03 5.57  O110 1.310, O112 1.215, O113 1.333
112 O 0.64 -3.89 5.63  C111 1.215
113 O 1.52 -2.05 4.67  C111 1.333, C114 1.427
114 C 0.44 -1.92 3.75  O113 1.427, H120 1.089, H121 1.085, H122 1.090
115 H 3.76 -2.23 8.67  C108 1.093
116 H 4.68 -3.37 7.62  C108 1.088
117 H 4.09 -3.84 9.21  C108 1.088
118 H 1.65 -3.42 8.28  C109 1.093
119 H 2.44 -4.65 7.55  C109 1.096
120 H 0.40 -2.86 3.19  C114 1.089
121 H 0.63 -1.06 3.11  C114 1.085
122 H -0.53 -1.74 4.22  C114 1.090
123 C -3.22 0.46 3.46  C124 1.506, H130 1.084, H131 1.099, H132 1.088
124 C -4.26 -0.16 4.36  C123 1.506, O125 1.428, H133 1.091, H134 1.090
125 O -3.79 -1.32 5.04  C124 1.428, C126 1.316
126 C -3.44 -2.41 4.39  O125 1.316, O127 1.202, O128 1.337
127 O -3.50 -2.59 3.20  C126 1.202
128 O -3.04 -3.32 5.28  C126 1.337, C129 1.399
129 C -2.46 -4.51 4.81  O128 1.399, H135 1.089, H136 1.093, H137 1.096
130 H -2.88 -0.11 2.60  C123 1.084
131 H -2.35 0.66 4.10  C123 1.099
132 H -3.48 1.48 3.19  C123 1.088
133 H -5.22 -0.35 3.88  C124 1.091
134 H -4.45 0.56 5.16  C124 1.090
135 H -3.10 -4.98 4.06  C129 1.089
136 H -2.31 -5.22 5.62  C129 1.093
137 H -1.41 -4.38 4.52  C129 1.096
138 C 5.27 -5.75 -5.76  C139 1.534, H145 1.087, H146 1.089, H147 1.092
139 C 4.62 -5.69 -4.37  C138 1.534, O140 1.423, H148 1.094, H149 1.090
140 O 4.52 -4.34 -3.94  C139 1.423, C141 1.344
141 C 3.32 -3.74 -4.04  O140 1.344, O142 1.196, O143 1.317
142 O 2.27 -4.28 -4.24  C141 1.196
143 O 3.52 -2.45 -3.85  C141 1.317, C144 1.412
144 C 2.40 -1.60 -3.77  O143 1.412, H150 1.091, H151 1.087, H152 1.092
145 H 6.19 -5.18 -5.76  C138 1.087
146 H 4.59 -5.41 -6.54  C138 1.089
147 H 5.52 -6.79 -5.97  C138 1.092
148 H 5.32 -6.19 -3.70  C139 1.094
149 H 3.72 -6.27 -4.18  C139 1.090
150 H 1.67 -1.77 -4.57  C144 1.091
151 H 2.63 -0.54 -3.84  C144 1.087
152 H 1.95 -1.74 -2.78  C144 1.092